# 1
Here is the molecule C18H25N5O3 at a distorted geometry from the Open Molecules 2025 dataset. Energies are from ωB97M-V/def2-TZVPD.

- Total charge: 0
- SMILES string: CCOC(=O)C1CCN(C(=O)CCc2c(C)nc3ncnn3c2C)CC1
- Molar mass: 359.430 g mol⁻¹
- Gap between HOMO and LUMO: 9.62 eV
- HOMO level: -9.07 eV

Last column: Löwdin charge in e.
Atoms and positions in Å:
H -2.2910 -2.1846 0.5928  0.122
H 4.0382 -1.6965 -0.3333  0.126
H 2.5757 -0.9975 -1.0487  0.137
H 7.1905 1.6550 -2.6713  0.078
O 5.3570 0.8873 0.0449  0.002
N -4.7649 1.6836 0.9726  0.187
N -6.5009 -0.2157 -1.3552  0.092
C -3.1559 0.2464 -0.0834  -0.115
H -1.5317 -0.5747 -1.1963  0.123
H 1.5909 -0.7239 2.7539  0.134
H -3.3418 -2.2013 -1.5221  0.087
C -2.5305 1.9202 1.7346  -0.018
H 7.1512 1.7721 -0.1762  0.123
O -0.1658 -3.0787 -0.2991  0.055
C 6.2287 1.6927 -0.7544  -0.212
C -1.7392 -0.2467 -0.1769  -0.123
H 6.8875 0.0512 -1.9857  0.078
C 3.0729 -1.2422 -0.1079  -0.105
N -5.3858 0.1483 -0.7230  -0.013
C -3.9174 -1.3676 -1.9169  0.009
H -8.4522 0.4938 -1.0991  0.103
H -2.0620 1.1954 2.3973  0.074
C -1.5147 -1.4386 0.7706  -0.081
N 0.9343 -1.6267 1.0127  -0.048
N -6.9951 1.3850 0.1459  0.129
H -4.8848 -1.7214 -2.2643  0.074
C -3.5309 1.2572 0.8414  -0.260
H 5.7776 2.6822 -0.8793  0.121
H -1.5806 -1.1327 1.8139  0.110
H 2.0295 1.4891 1.7332  0.129
H -1.0450 0.5574 0.0645  0.099
H 2.7185 -2.5203 1.6011  0.134
C 2.2094 -2.2283 0.6756  -0.128
H 2.0061 -3.1192 0.0795  0.122
H 0.1050 -0.0314 2.0889  0.100
H -3.0464 2.6643 2.3335  0.084
C 1.9060 0.6140 1.0934  -0.117
O 3.5469 1.8179 -0.9054  0.124
C -7.4246 0.5484 -0.8009  -0.206
C 3.2703 0.0435 0.7088  -0.224
C -4.1314 -0.3145 -0.8837  -0.160
H -1.7535 2.4100 1.1500  0.087
H -3.3727 -0.9541 -2.7657  0.100
C 4.0452 1.0302 -0.1454  -0.482
C -0.1934 -2.1191 0.4500  -0.456
H 3.8621 -0.1829 1.6002  0.155
C 6.4818 1.0523 -2.1110  -0.060
H 1.3953 0.9293 0.1817  0.119
H 5.5523 0.9902 -2.6717  0.077
C -5.6971 1.1449 0.2105  -0.349
C 1.0760 -0.4431 1.8256  -0.136

---

# 2
Here is C22H18F5NaO2S3 as an isolated structure from the Open Molecules 2025 dataset. Energies are from ωB97M-V/def2-TZVPD.

- Total charge: 0
- Molar mass: 528.565 g mol⁻¹
- Gap between HOMO and LUMO: 6.72 eV
- HOMO level: -6.73 eV

Last column: Löwdin charge in e.
Atoms and positions in Å:
H 0.1172 4.5385 5.5017  0.107
C 4.3280 -1.0694 -2.1986  -0.095
O 1.8554 -1.4593 0.8164  -0.547
S -1.4791 1.9916 0.7410  1.028
C -0.1827 4.0495 4.5844  -0.073
H 1.7357 3.4050 -0.5468  0.123
C -0.9514 2.8010 2.2487  -0.395
C 2.0670 -2.1189 -3.4360  -0.049
S 3.1579 -0.9635 0.2760  1.012
H 5.2124 -0.6827 -1.7046  0.109
S -0.9075 -3.4408 -0.8469  0.616
C -4.7038 -3.0024 0.5221  -0.153
O -1.0600 0.5620 0.8568  -0.540
F -5.5483 -4.9297 -2.4003  0.112
H -0.5812 2.4100 -1.3820  0.100
C 2.9675 0.8381 0.1470  -0.313
C -0.9562 4.7358 3.6566  -0.071
F -2.8966 -4.7929 -2.6722  0.073
H 3.2274 -2.0679 -5.2361  0.105
H -1.2616 5.7551 3.8513  0.108
C -1.3515 4.1093 2.4854  -0.084
H 1.8181 1.2318 -1.6339  0.128
Na -0.3834 -1.6015 0.9919  0.289
C 3.1676 -1.3206 -1.4765  -0.391
C 1.1624 2.5977 -0.0844  -0.215
C -4.8242 -4.2737 -1.4865  -0.150
F -6.7960 -3.7475 -0.2895  0.109
H -1.9752 4.6313 1.7690  0.113
C -5.4652 -3.6757 -0.4158  -0.151
C 1.6766 1.2365 -0.5518  -0.232
H -0.6010 3.8589 -0.3726  0.091
H 2.9789 1.1738 1.1868  0.091
H 0.0829 1.0777 2.9640  0.110
H 1.1874 -2.5405 -3.9042  0.114
H 1.1518 -2.0605 -1.4914  0.020
C -2.6403 -3.5191 -0.6909  -0.581
H 3.8693 1.2138 -0.3405  0.097
C 2.0399 -1.8512 -2.0735  -0.076
F -2.6507 -2.2652 1.3258  0.033
H 1.3140 2.7007 0.9936  0.102
H 0.7861 2.2002 5.0750  0.110
H 0.9206 0.4856 -0.3260  0.080
C -3.4490 -4.1911 -1.6130  -0.251
C -3.3350 -2.9406 0.3676  -0.231
F -5.2987 -2.4089 1.5654  0.108
C 3.2094 -1.8547 -4.1753  -0.073
C -0.1920 2.1038 3.1715  -0.073
C 0.1939 2.7362 4.3452  -0.063
H 5.2358 -1.1400 -4.1357  0.105
C -0.3133 2.8055 -0.3997  -0.307
C 4.3408 -1.3310 -3.5585  -0.079

---

# 3
Here is a 5-piece molecular cluster, C29H30N6O5P2 overall at a distorted geometry from the Open Molecules 2025 dataset. Energies are from ωB97M-V/def2-TZVPD.

- Total charge: 0
- SMILES string: O=C1NC(=O)c2c(-c3cccnc3)ccc(PP(=O)(O)O)c21.c1cc[nH]c1.c1cc[nH]c1.c1cc[nH]c1.c1cc[nH]c1
- Molar mass: 604.544 g mol⁻¹
- Gap between HOMO and LUMO: 6.44 eV
- HOMO level: -7.99 eV

Last column: Löwdin charge in e.
Atoms and positions in Å:
N 4.8218 7.3470 -1.1148  0.003
C 5.6613 9.2803 -1.7883  -0.114
C 0.3881 -1.9066 1.5324  -0.005
P 5.9767 1.1399 -1.2727  0.926
C 4.9586 -2.0187 -1.1465  -0.367
C 1.0380 -4.6369 4.8763  -0.146
C -0.9043 -2.3028 1.7616  -0.051
C 0.5348 -1.0134 0.4754  -0.160
H -7.0972 -1.5933 -0.9226  0.086
C -6.6889 0.9239 1.1743  -0.100
H -4.6815 1.8309 0.8213  0.108
H 6.6809 1.6125 -0.1350  -0.063
H -3.9135 -0.5405 0.6270  0.080
H 1.3287 -4.4837 2.7876  0.120
C 4.3289 0.4952 -0.6983  -0.405
C -7.0443 -0.4490 1.2163  -0.125
C -8.6851 -2.3862 -3.5709  -0.120
C 0.3134 -5.5353 5.6119  -0.111
H -1.0873 -3.0035 2.5737  0.109
H -9.4733 -2.1392 -1.4975  0.103
C 3.3346 1.3377 -0.2344  -0.094
C 2.1010 0.8785 0.1566  0.014
H 1.2246 -2.2566 2.1209  0.119
H 3.4893 8.0613 0.3898  0.101
C 0.1113 -6.0810 3.4400  -0.141
N 4.1180 -3.1254 -0.9764  0.182
O 4.1463 2.4740 -3.3627  -0.130
C -5.3425 0.9876 0.9272  -0.126
O 6.5184 3.3148 -3.3093  -0.304
C 5.7049 7.9254 -1.9836  -0.137
N 0.9064 -4.9729 3.5550  -0.001
C 4.2188 8.3168 -0.3601  -0.149
H -7.3453 1.7670 1.3102  0.092
H -2.9720 -2.2753 1.2354  0.106
O 6.1114 -2.0626 -1.4965  0.111
C 1.8741 -0.4834 0.0884  -0.116
C -6.5856 -1.8732 -2.9564  -0.144
O 1.9450 -3.6508 -0.3082  0.125
H 6.2846 7.3242 -2.6637  0.110
H 4.6448 6.3611 -1.0429  0.104
H 1.6326 -3.7905 5.1764  0.103
H -9.5475 -2.6592 -4.1564  0.086
C 4.0760 -0.8476 -0.7308  -0.101
H 6.2421 10.0122 -2.3246  0.089
C -0.2749 -6.4527 4.6997  -0.109
H 4.4371 10.4878 -0.3517  0.087
H 0.2158 -5.5368 6.6847  0.090
C -8.6786 -2.1293 -2.2244  -0.144
H -0.1100 -6.5057 2.4755  0.108
H -7.0009 -2.3481 -5.0471  0.086
C 2.8335 -2.8602 -0.5249  -0.347
H 3.5035 1.9765 -2.8338  0.063
C 4.7170 9.5292 -0.7562  -0.118
H -0.9083 -7.2896 4.9419  0.091
H 3.4902 2.4091 -0.1594  0.099
H -0.4612 0.0891 -1.0062  0.129
C 2.8417 -1.3445 -0.3418  -0.018
H 5.3073 3.9442 -0.5839  0.056
N -1.8387 -1.0402 0.0025  0.076
P 5.4099 2.8825 -2.4737  0.247
C -1.9799 -1.8971 1.0122  -0.131
N -4.8714 -0.2891 0.8136  0.022
C -0.6011 -0.6349 -0.2006  -0.099
H -5.5336 -1.6568 -2.8749  0.103
C -7.3536 -2.2237 -4.0366  -0.120
H 4.2738 -3.9554 -1.5333  0.174
C -5.8993 -1.1723 0.9923  -0.170
H -5.7304 -2.2363 0.9448  0.113
O 4.9682 4.0988 -1.4727  -0.202
H -8.0260 -0.8594 1.3906  0.097
H 1.3208 1.5350 0.5173  0.135
N -7.3981 -1.8227 -1.8591  0.013

---

# 4
Here is C19H26IN6OPS8V as an isolated structure from the Open Molecules 2025 dataset. Energies are from ωB97M-V/def2-TZVPD.

- Multiplicity: 3
- Total charge: -1
- Molar mass: 819.816 g mol⁻¹
- Gap between HOMO and LUMO (spin up / spin down): 4.37 / 4.37 eV
- HOMO level (spin up / spin down): -3.24 / -3.24 eV

Last column: Mulliken spin population.
Atoms and positions in Å:
C 1.6566 -0.3872 -1.8385  0.013
N 1.8940 0.1553 -0.6442  -0.031
H -2.0746 1.4667 2.9111  0.006
C 1.6162 -5.2483 0.3151  0.000
H -1.0401 2.7994 3.4603  -0.001
S -2.5069 -0.7199 -0.1676  0.009
C 1.1550 -5.6335 1.6952  0.000
I 1.5363 1.6707 2.8506  0.003
C 3.2620 -5.2972 -1.4546  0.000
H 4.2934 -2.4807 -2.0907  0.000
C -3.0842 2.7241 0.3018  -0.001
H 1.4447 -1.3424 -4.1676  0.000
H 1.8453 -6.3383 2.1600  0.000
C 2.5206 -3.0230 -4.2873  0.000
C -2.8035 4.8210 3.1657  0.001
N -4.1084 3.4886 1.0397  -0.001
N -2.6330 5.2516 1.8258  -0.002
H -5.1461 3.5000 2.8381  0.000
C 0.8338 -4.4201 -0.4862  0.001
N 2.1091 -1.8844 -3.6364  0.000
H -0.1203 -4.0518 -0.1251  0.000
C 1.2367 -4.0381 -1.7545  -0.001
C -3.8220 4.9176 1.0452  0.000
C 3.6061 -1.7554 -1.6840  0.001
N -3.0819 3.3181 3.2384  -0.001
H -3.3676 1.6732 0.2361  0.000
S -0.8954 -0.1724 1.0560  -0.064
C 3.8299 -1.1990 -0.4355  0.000
S -1.4828 -1.7226 -3.2435  0.001
H -3.6674 5.3102 3.6210  0.000
C 2.8296 -5.6929 -0.1962  0.000
C 2.4760 -1.3706 -2.3925  0.009
H -4.6781 5.4472 1.4730  0.000
H 4.6873 -1.4954 0.1527  0.000
H 4.2272 -5.6214 -1.8282  0.000
C 2.4714 -4.4639 -2.2358  0.000
H -1.2667 5.1556 0.2161  0.000
H 3.3602 -4.8022 -4.0739  0.000
S 1.0275 4.7044 -1.5876  0.012
S 0.7169 3.1654 -2.9051  0.008
C -1.8740 2.5343 2.8105  -0.005
S -0.7002 2.0327 -1.9294  0.002
H 1.0814 -4.7557 2.3400  0.000
C 2.9533 -0.2622 0.0638  0.006
S -2.0205 -2.3131 -1.3723  0.002
H -4.4214 1.9261 2.3674  0.000
H 0.1667 -6.0957 1.6645  0.000
C -4.2970 3.0086 2.3578  0.000
H 3.0892 0.1853 1.0378  -0.002
H -3.0204 3.0960 -0.7202  0.003
V 0.5002 1.6097 0.1675  2.198
C -1.3964 4.7217 1.2089  0.001
P -1.4027 2.8793 1.0517  -0.074
N 2.9706 -4.0680 -3.5037  0.000
S 1.6251 3.6798 0.1185  -0.082
O 2.5018 -3.1111 -5.5019  0.000
H 0.5842 -3.4063 -2.3522  0.000
H -0.5291 5.0190 1.8013  0.001
H 0.7628 -0.0661 -2.3576  -0.014
H -3.3082 3.0712 4.2013  0.000
H -3.6743 5.2494 0.0195  0.000
H -1.9068 4.9997 3.7581  0.000
H 3.4589 -6.3430 0.4018  0.000

---

# 5
Here is C12H6AlCl2N2O6 as an isolated structure from the Open Molecules 2025 dataset. Energies are from ωB97M-V/def2-TZVPD.

- Total charge: +1
- Molar mass: 372.076 g mol⁻¹
- Gap between HOMO and LUMO: 7.36 eV
- HOMO level: -12.54 eV

Last column: Löwdin charge in e.
Atoms and positions in Å:
H -5.9674 -1.2396 -0.1089  0.125
O -1.7613 0.2963 -0.0249  0.036
C 2.3041 1.6883 0.0113  -0.076
N 1.8829 0.4250 -0.1405  0.070
Cl -5.6642 -4.0462 -0.0081  0.747
C 3.6798 1.7712 -0.1673  -0.001
H 5.0617 0.0962 -0.6307  0.163
O 0.0826 2.0357 0.5685  0.084
C 4.6420 2.9283 -0.1867  -0.484
C -4.4825 -2.8009 0.0012  -0.650
Al -0.0557 0.3409 0.2280  0.396
O 0.0974 -1.4724 0.3173  0.045
C 4.0657 0.4648 -0.4424  0.070
C 1.2442 2.6524 0.4307  -0.430
O 5.7747 2.7288 -0.5179  0.150
C -0.8453 -2.3290 0.2177  -0.036
C -2.2056 -2.0400 0.0899  -0.109
C -2.6292 -0.6827 -0.0050  -0.261
H -2.8085 -4.1189 0.1437  0.130
N 2.9737 -0.3012 -0.4111  0.098
Cl -4.5437 1.2047 -0.1502  0.797
O 1.4564 3.8206 0.6031  0.177
C -4.0073 -0.4202 -0.0726  -0.565
C -4.9093 -1.4604 -0.0650  -0.052
H 3.2167 4.1230 0.3829  0.083
H -0.5336 -3.3746 0.2297  0.160
H 2.9132 -1.2984 -0.5435  0.187
O 4.1714 4.1031 0.1743  0.171
C -3.1531 -3.0950 0.0766  -0.025

---

# 6
Here is C46H46F3N3O5S5SiTl as an isolated structure from the Open Molecules 2025 dataset. Energies are from ωB97M-V/def2-TZVPD.

- Total charge: +1
- Molar mass: 1170.688 g mol⁻¹
- Gap between HOMO and LUMO: 3.79 eV
- HOMO level: -10.00 eV

Last column: Löwdin charge in e.
Atoms and positions in Å:
H 2.6502 -0.1894 -5.1547  0.062
C -2.4121 4.7618 1.5195  -0.010
C -0.9930 2.4520 8.0332  -0.406
H -1.1166 2.8287 9.0369  0.072
C -5.0705 0.1107 -2.0629  -0.065
C -0.5240 1.2383 7.6431  -0.181
C -0.3723 -3.9828 -2.0674  -0.268
H 2.8147 1.9883 -4.0307  0.063
H 2.1084 -3.0666 -1.4788  0.094
H 1.4076 -0.8632 -4.0246  0.037
S -1.0261 -2.5981 -3.0560  0.971
H -1.1324 -4.7651 -2.0857  0.105
Si 3.8222 0.8467 2.0827  0.440
C 2.5617 -0.8865 3.9448  -0.296
C -1.1762 2.1167 -6.4791  -0.174
C -5.1417 0.6617 -3.3332  -0.083
H 4.3119 -5.5731 -4.1643  0.104
C -1.2843 2.5828 1.3697  -0.159
H 4.2595 -3.7837 -2.4545  0.108
F -3.1954 0.1358 0.9583  0.118
C -4.3021 -1.0241 -1.8394  -0.031
H 4.1368 -1.5468 6.9248  0.124
O 2.7046 -0.6323 -1.6179  -0.664
H 2.0849 -2.8956 7.2107  0.132
H -3.1224 -1.5096 -4.9753  0.113
C 1.3732 -1.7142 4.1480  0.074
H 2.1201 2.6315 1.7646  0.036
H -2.0944 4.2991 4.1694  0.110
C 0.9765 -5.4538 -3.5934  -0.042
H -5.6162 0.5589 -1.2411  0.108
C -0.9725 2.2008 5.5665  -0.475
H 1.4716 1.4637 -2.9499  0.041
N 2.6463 -0.2291 2.8535  0.146
H -5.7447 1.5436 -3.5115  0.104
C -1.9287 3.2296 -6.6879  -0.406
C 5.0191 1.7178 3.2196  -0.176
H 5.4307 2.5800 2.6910  0.042
C 1.2185 -2.4121 5.3120  -0.013
S -1.4235 3.4208 6.6960  1.072
C 2.8245 2.0912 1.1249  -0.156
C 3.5785 -0.8497 5.0003  0.064
C -1.0151 1.8269 -5.0965  -0.125
H -0.7589 1.5225 -7.2807  0.106
C 2.5528 1.5739 -3.0565  -0.238
H 4.0941 -0.7253 0.1957  0.007
H -3.1018 -3.6955 -3.2049  0.109
C -2.0330 3.7556 -0.6524  -0.124
C 3.3690 -5.2574 -3.7370  -0.084
H 5.5432 0.2738 0.4816  0.053
C -4.4421 0.0737 -4.3814  -0.080
H 2.2015 -6.6459 -4.8861  0.106
C -0.5126 1.0970 6.2285  -0.124
C -1.6640 2.7346 -2.8080  -0.179
S 3.2972 -0.0496 -2.8754  0.846
C -0.5991 1.4319 3.2222  -0.083
C 0.9386 -4.4525 -2.6270  -0.283
C -1.6873 3.5099 3.5458  0.038
O -1.1169 -1.6039 2.5978  -0.434
N -0.6758 1.5125 1.9167  0.083
S -2.2425 -2.1605 1.8416  0.462
H -4.2538 -1.4655 -0.8513  0.096
H 5.2169 -1.1271 1.5279  0.042
H -2.7879 5.5622 2.1465  0.120
H 3.5073 2.8206 0.6794  0.047
C -2.5171 4.8269 0.1775  -0.008
O -1.9275 -2.2974 0.4215  -0.408
O -0.5565 -1.3241 -2.3936  -0.635
C -2.7737 -2.8450 -2.6013  -0.273
N -1.0132 1.5897 -0.7973  0.082
C -2.1198 3.7918 -2.0537  0.040
H -2.7929 -3.0934 -1.5425  0.074
H -0.8640 0.7222 -2.6336  0.078
H -2.9733 5.6840 -0.3036  0.120
C -1.0992 2.4014 4.1124  -0.181
H 5.8558 1.0721 3.5007  0.036
H -4.5066 0.4953 -5.3770  0.106
H 2.9504 2.2089 -2.2661  0.048
C -1.6443 2.7223 -4.2790  -0.485
H -0.4606 0.9736 -4.7246  0.100
F -4.7022 -1.2318 1.6895  0.144
C -3.6654 -1.0513 -4.1538  -0.052
C 2.2161 -2.3360 6.2909  0.055
C 2.1290 -3.8570 -2.2215  -0.050
C 2.1840 -5.8580 -4.1436  -0.074
H 0.6096 -1.7436 3.3697  0.079
C -3.4696 -0.7779 1.8984  -0.659
C -1.1574 1.6231 -2.1028  -0.075
C 3.3956 -1.5625 6.1374  -0.021
C 4.7540 -0.3129 0.9621  -0.135
H 0.0530 -5.9244 -3.9160  0.116
C -3.5931 -1.6125 -2.8789  -0.271
H 0.3337 -3.0150 5.4701  0.135
C -1.4333 2.6372 -0.0644  -0.157
H -0.1195 0.5392 3.6100  0.087
C -1.7954 3.6265 2.1528  -0.123
C 2.4690 -0.8047 -4.2729  -0.238
H 4.4683 -0.2516 4.8440  0.106
H 2.8834 -1.8010 -4.4181  0.046
H -0.2918 -3.5830 -1.0561  0.083
H -0.2028 0.1920 5.7210  0.091
S -2.4366 3.9324 -5.2165  1.058
H -0.2074 0.4716 8.3374  0.102
H -2.2107 3.6795 -7.6274  0.071
H -2.5341 4.6743 -2.5297  0.111
C 3.3378 -4.2558 -2.7763  -0.084
Tl 0.2815 -0.5894 0.2618  0.964
O -2.9156 -3.2656 2.4546  -0.261
H 4.5506 2.0923 4.1356  0.039
H 2.2467 1.6116 0.3265  -0.010
F -3.4374 -0.1704 3.0889  0.136

---

# 7
Here is FeH12O6 as an isolated structure at a distorted geometry from the Open Molecules 2025 dataset. Energies are from ωB97M-V/def2-TZVPD.

- Multiplicity: 5
- Total charge: +2
- Molar mass: 163.935 g mol⁻¹
- Gap between HOMO and LUMO (spin up / spin down): 11.68 / 10.07 eV
- HOMO level (spin up / spin down): -18.99 / -17.42 eV

Last column: Mulliken spin population.
Atoms and positions in Å:
O -0.4168 -1.8350 -0.5269  0.037
H -0.5970 -2.4730 -1.2398  0.004
O 1.1439 0.6166 -1.7034  0.020
H -2.1758 -0.4793 1.4027  -0.002
H -2.5852 0.0246 -0.9878  -0.001
Fe -0.1967 0.1377 -0.1263  3.833
H 0.8199 2.0886 1.5367  0.001
H 2.1623 -1.1198 0.9151  0.000
H -1.8889 0.3580 -2.3029  -0.001
O 1.4743 -0.5106 1.1524  0.019
O -1.3163 -0.1197 1.6957  0.026
H 1.1124 2.5503 0.1323  0.001
O -1.8161 0.5155 -1.3241  0.033
H 1.5382 0.1336 -2.4072  0.002
H 1.7351 -0.2536 2.0162  -0.001
H 1.7652 1.3229 -1.5159  0.000
H -0.0174 -2.3565 0.1369  0.000
H -1.1183 -0.6611 2.4929  0.002
O 0.3771 2.0607 0.6534  0.029